[1]
The following is a DFT calculation (ωB97M-V/def2-TZVPD) of 4 unconnected molecules or ions with the total composition C28H44F4NO10 at a distorted geometry.

Values from the calculation:
electronic energy: -62577.1412 eV
net charge: +1
lowest unoccupied orbital energy: -4.718 eV
HOMO-LUMO gap: 7.03 eV
E_HOMO: -11.752 eV

CARTESIAN COORDINATES (ANGSTROEM)
C 0.642 -4.041 2.274
C 1.452 -4.212 0.954
O 2.121 -3.291 0.562
O 1.435 -5.409 0.237
C 0.247 -5.476 -0.593
C 0.464 -4.614 -1.901
C -0.905 -4.374 -2.634
C -1.900 -3.469 -1.811
C -2.173 -2.054 -2.451
C -0.881 -1.189 -2.468
C 0.132 -1.386 -3.455
N 1.269 -0.626 -3.486
C 1.551 0.348 -2.564
C 2.895 1.099 -2.798
C 0.635 0.638 -1.468
C 0.935 1.711 -0.403
F 0.326 1.516 0.806
F 2.288 1.841 -0.114
C 0.506 3.158 -0.915
F -0.832 3.384 -0.801
F 0.928 3.393 -2.212
C -0.601 -0.148 -1.464
C -1.722 0.060 -0.405
O -2.394 1.037 -0.387
O -1.953 -0.950 0.514
H 1.214 -3.313 2.902
H 0.534 -4.993 2.860
H -0.364 -3.618 2.041
H -0.679 -5.165 -0.050
H 0.129 -6.561 -0.850
H 1.011 -3.669 -1.645
H 1.146 -5.207 -2.563
H -1.394 -5.375 -2.755
H -0.714 -4.007 -3.679
H -1.537 -3.295 -0.770
H -2.872 -4.017 -1.740
H -2.557 -2.191 -3.499
H -3.011 -1.553 -1.900
H 0.019 -2.172 -4.232
H 1.942 -0.819 -4.233
H 2.653 2.122 -3.188
H 3.543 1.126 -1.896
H 3.460 0.587 -3.623
H 1.088 3.874 -0.273
H -1.684 -0.668 1.408
O -0.139 -6.101 4.394
C 0.643 -6.925 4.808
O 0.316 -7.671 5.871
C 1.085 -8.789 6.337
C 2.213 -8.340 7.243
C 2.015 -7.067 4.202
H 1.435 -9.398 5.501
H 0.395 -9.413 6.905
H 2.921 -7.697 6.718
H 2.756 -9.201 7.636
H 1.819 -7.761 8.080
H 2.672 -6.307 4.626
H 1.934 -6.913 3.126
H 2.460 -8.050 4.339
O -4.854 3.684 -3.653
C -4.723 4.317 -2.637
O -5.430 5.447 -2.459
C -5.482 6.176 -1.227
C -4.305 7.122 -1.099
C -3.713 3.908 -1.597
H -5.571 5.498 -0.375
H -6.405 6.755 -1.258
H -3.356 6.583 -1.081
H -4.384 7.711 -0.184
H -4.269 7.800 -1.953
H -2.731 4.275 -1.893
H -3.690 2.821 -1.549
H -3.944 4.255 -0.592
O 1.434 9.928 -1.218
C 1.704 8.858 -0.747
O 2.747 8.743 0.101
C 3.045 7.561 0.849
C 3.856 6.580 0.026
C 0.951 7.618 -1.157
H 2.134 7.116 1.256
H 3.637 7.888 1.704
H 3.306 6.240 -0.853
H 4.126 5.707 0.624
H 4.770 7.054 -0.336
H 1.356 7.249 -2.099
H -0.097 7.884 -1.296
H 0.969 6.822 -0.414

The Löwdin scheme yields these atomic charges, measured in e: 0.023 -0.489 0.093 -0.050 -0.163 -0.162 -0.190 -0.167 -0.116 -0.067 0.043 0.141 -0.108 0.017 0.065 -0.352 0.132 0.090 -0.238 0.089 0.063 0.095 -0.447 0.186 0.096 0.100 0.051 0.086 0.122 0.141 0.099 0.123 0.120 0.095 0.100 0.126 0.138 0.129 0.149 0.183 0.103 0.101 0.098 0.178 0.142 0.076 -0.513 0.011 -0.225 -0.063 0.017 0.116 0.125 0.067 0.085 0.087 0.103 0.084 0.073 0.103 -0.525 0.004 -0.229 -0.066 -0.001 0.114 0.125 0.060 0.084 0.087 0.080 0.070 0.075 0.121 -0.526 0.003 -0.234 -0.069 0.007 0.112 0.126 0.059 0.078 0.087 0.097 0.090 0.054

***

[2]
The following is a DFT calculation (ωB97M-V/def2-TZVPD) of 2 unconnected molecules or ions with the total composition CH9N3 at a distorted geometry.

Values from the calculation:
electronic energy: -5651.4595 eV
ΔE to the lowest compared entry with this formula, charge and spin: 172.8 kJ/mol
SMILES string: NCN.N
lowest unoccupied orbital energy: 0.889 eV
HOMO-LUMO gap: 9.74 eV
E_HOMO: -8.855 eV

CARTESIAN COORDINATES (ANGSTROEM)
N -1.099 -0.889 0.781
C -0.967 -1.407 -0.571
N 0.410 -2.027 -0.974
H -1.896 -0.989 1.326
H -0.606 -0.106 1.143
H -1.348 -0.382 -1.104
H -1.743 -2.226 -0.881
H 0.293 -2.603 -1.822
H 0.392 -2.779 -0.306
N 1.734 3.397 0.309
H 2.477 3.361 1.090
H 1.213 2.430 0.409
H 1.139 4.218 0.599

The Löwdin scheme yields these atomic charges, measured in e: -0.034 -0.345 -0.029 0.032 0.049 0.128 0.119 0.050 0.029 -0.068 0.024 0.038 0.007

***

[3]
The following is a DFT calculation (ωB97M-V/def2-TZVPD) of a single C4H6N2O molecule at a distorted geometry.

Values from the calculation:
electronic energy: -9266.9676 eV
ΔE to the lowest compared entry with this formula, charge and spin: 630.5 kJ/mol
lowest unoccupied orbital energy (spin up / spin down): -0.553 / -0.870 eV
HOMO-LUMO gap (spin up / spin down): 7.92 / 6.78 eV
E_HOMO (spin up / spin down): -8.477 / -7.648 eV

CARTESIAN COORDINATES (ANGSTROEM)
C 1.378 0.259 -0.310
C 1.683 -0.145 0.933
C -0.538 -0.712 0.568
C -1.782 -0.436 0.982
O 2.001 1.045 -1.210
N 0.055 -0.079 -0.596
N -0.533 0.472 -1.586
H 1.360 1.247 -1.916
H -1.538 0.310 -1.534
H 2.509 0.287 1.486
H 0.004 -1.611 0.843
H -2.306 0.461 0.680
H -2.291 -1.098 1.660

The Löwdin scheme yields these atomic charges, measured in e: -0.449 0.152 -0.195 0.020 0.074 -0.172 0.160 0.091 0.074 0.036 0.106 0.052 0.051

***

[4]
The following is a DFT calculation (ωB97M-V/def2-TZVPD) of a molecular structure, C35H40F4MgN14.

Values from the calculation:
electronic energy: -74107.9105 eV
ΔE to the lowest compared entry with this formula, charge and spin: 0.0 kJ/mol
net charge: +2
lowest unoccupied orbital energy (spin up / spin down): -7.797 / -7.796 eV
HOMO-LUMO gap (spin up / spin down): 5.40 / 5.40 eV
E_HOMO (spin up / spin down): -13.196 / -13.196 eV

CARTESIAN COORDINATES (ANGSTROEM)
Mg -0.547 1.486 1.021
C -0.646 -1.131 2.578
C -2.072 -0.893 2.109
N -2.077 -0.122 0.854
C -3.370 0.528 0.617
C -3.495 1.739 1.520
C -4.693 2.229 2.003
C -4.664 3.348 2.826
C -3.452 3.941 3.145
C -2.295 3.393 2.616
C -0.921 3.987 2.842
N 0.169 3.030 2.555
C 0.613 2.253 3.738
C -0.133 0.934 3.881
N 0.087 0.144 2.659
N -2.333 2.323 1.829
H -0.126 -1.759 1.852
H -0.650 -1.662 3.534
H -2.620 -0.319 2.861
H -2.593 -1.848 2.003
H -1.799 -0.726 0.075
H -4.215 -0.147 0.776
H -3.403 0.858 -0.425
H -5.627 1.742 1.755
H -5.585 3.749 3.228
H -3.406 4.806 3.794
H -0.847 4.380 3.859
H -0.811 4.837 2.165
H 0.961 3.569 2.227
H 0.514 2.840 4.654
H 1.677 2.039 3.608
H -1.204 1.106 4.000
H 0.216 0.412 4.777
H 1.081 -0.050 2.588
F 3.723 -0.542 1.379
C 4.694 -0.831 0.507
C 5.701 -1.628 0.896
F 5.697 -2.095 2.126
C 6.792 -1.990 0.006
C 6.704 -1.410 -1.325
C 5.689 -0.612 -1.701
F 5.670 -0.119 -2.930
C 4.601 -0.269 -0.818
C 3.557 0.523 -1.219
C 2.438 0.842 -0.394
N 1.476 1.038 0.203
C 3.398 1.082 -2.530
N 3.132 1.571 -3.535
F 7.653 -1.679 -2.191
C 7.808 -2.811 0.387
C 7.905 -3.393 1.693
N 8.027 -3.899 2.717
C 8.888 -3.191 -0.475
N 9.771 -3.552 -1.115
N -0.879 2.302 -0.887
C -0.959 2.639 -1.997
N -1.043 3.010 -3.231
C 0.172 3.191 -4.061
C 0.197 2.149 -5.168
C -1.101 2.182 -5.970
C -2.314 1.984 -5.063
C -2.336 3.018 -3.947
H 1.046 3.120 -3.417
H 0.128 4.202 -4.471
H 0.339 1.158 -4.728
H 1.057 2.344 -5.808
H -1.084 1.412 -6.741
H -1.189 3.143 -6.488
H -2.285 0.981 -4.625
H -3.242 2.062 -5.631
H -3.129 2.834 -3.224
H -2.474 4.024 -4.352
C -0.530 -0.751 -2.545
N -0.142 -1.377 -3.801
C -1.131 -2.413 -4.131
N -1.235 -3.417 -3.074
C -1.617 -2.752 -1.841
N -0.640 -1.712 -1.433
C 0.669 -2.378 -1.294
N 1.099 -3.033 -2.521
C 1.154 -2.034 -3.592
C 0.081 -4.032 -2.884
H -1.498 -0.255 -2.672
H 0.216 0.007 -2.286
H -0.840 -2.899 -5.062
H -2.106 -1.942 -4.276
H -1.693 -3.491 -1.040
H -2.595 -2.281 -1.975
H 0.601 -3.123 -0.497
H 1.413 -1.628 -1.010
H 1.459 -2.522 -4.518
H 1.898 -1.273 -3.341
H 0.018 -4.782 -2.095
H 0.382 -4.525 -3.809

The Löwdin scheme yields these atomic charges, measured in e: 0.543 -0.160 -0.170 -0.097 -0.128 -0.240 0.016 -0.006 0.015 -0.234 -0.112 -0.088 -0.163 -0.175 -0.113 0.086 0.121 0.134 0.123 0.137 0.087 0.136 0.126 0.128 0.127 0.130 0.133 0.144 0.126 0.130 0.130 0.121 0.138 0.110 0.117 -0.128 -0.122 0.168 0.001 -0.120 -0.131 0.154 0.003 -0.119 -0.106 0.208 -0.164 0.241 0.178 -0.084 -0.137 0.251 -0.135 0.258 0.164 -0.221 -0.060 -0.116 -0.181 -0.180 -0.168 -0.112 0.099 0.136 0.091 0.121 0.120 0.123 0.100 0.123 0.127 0.135 -0.204 -0.080 -0.155 -0.081 -0.172 -0.099 -0.181 -0.079 -0.158 -0.151 0.113 0.101 0.134 0.128 0.130 0.128 0.126 0.102 0.135 0.110 0.131 0.134

***

[5]
The following is a DFT calculation (ωB97M-V/def2-TZVPD) of a single C17H18F3N5O2 molecule at a distorted geometry.

Values from the calculation:
electronic energy: -37618.6251 eV
ΔE to the lowest compared entry with this formula, charge and spin: 65.1 kJ/mol
SMILES string: Cc1nn([C@]2(C)CCOC2=O)cc1Nc1ncc(C(F)(F)F)c(C2CC2)n1
lowest unoccupied orbital energy: 0.488 eV
HOMO-LUMO gap: 8.79 eV
E_HOMO: -8.299 eV

CARTESIAN COORDINATES (ANGSTROEM)
C -2.429 0.529 -2.052
C -2.126 -0.008 -0.683
N -2.843 -0.981 -0.120
N -2.273 -1.231 1.080
C -2.749 -2.237 2.050
C -1.660 -3.265 2.498
C -3.992 -3.000 1.555
C -5.176 -2.097 1.949
O -4.732 -1.361 3.129
C -3.370 -1.468 3.216
O -2.670 -1.060 4.132
C -1.212 -0.383 1.334
C -1.067 0.410 0.264
N 0.011 1.295 0.180
C 0.911 1.397 -0.833
N 0.624 1.149 -2.088
C 1.575 1.235 -3.007
C 2.869 1.496 -2.644
C 3.897 1.617 -3.711
F 3.357 1.194 -4.885
F 4.240 2.931 -3.873
F 4.984 0.820 -3.468
C 3.122 1.718 -1.307
C 4.509 2.020 -0.771
C 4.650 2.964 0.437
C 4.927 1.449 0.571
N 2.102 1.703 -0.426
H -1.872 0.010 -2.849
H -3.479 0.369 -2.228
H -2.225 1.615 -2.122
H -1.994 -3.940 3.295
H -1.345 -3.880 1.646
H -0.779 -2.758 2.864
H -4.133 -3.960 2.060
H -4.007 -3.212 0.505
H -6.034 -2.719 2.203
H -5.467 -1.410 1.141
H -0.639 -0.386 2.257
H 0.511 1.539 1.025
H 1.282 1.027 -4.035
H 5.347 2.019 -1.470
H 5.504 3.652 0.532
H 3.697 3.302 0.841
H 5.934 1.061 0.676
H 4.221 0.838 1.130

The Löwdin scheme yields these atomic charges, measured in e: -0.056 -0.235 0.137 -0.069 -0.344 0.006 -0.096 -0.122 0.045 -0.391 0.114 0.000 -0.172 0.126 -0.409 0.166 -0.028 -0.074 -0.525 0.113 0.134 0.126 -0.132 -0.206 -0.078 -0.106 0.196 0.073 0.061 0.081 0.096 0.094 0.070 0.126 0.109 0.121 0.124 0.141 0.142 0.135 0.128 0.102 0.090 0.094 0.094